Entry 1:
C9H33AsB3F6NNaOSn2 as an isolated structure. Source: the Open Molecules 2025 dataset; level of theory: ωB97M-V/def2-TZVPD.

Results
Relative energy (zero: lowest compared OMol25 entry of this formula, charge and spin) ... 0.0 kcal per mole
E ... -108650.2825 eV
Maximum force ... 2.3 eV/A
Highest occupied orbital energy ... -12.4 eV
Charge ... +1
Lowest unoccupied orbital energy ... -4.784 eV

Each line ends with the natural charge from an NBO analysis.
Cartesian coordinates (Å):
1 Na -0.40822 -0.72522 3.13757  0.9788
2 Sn 3.82790 0.17605 1.13393  1.7151
3 Sn -0.04038 -2.41764 -0.81745  1.5745
4 B 3.04860 -1.93831 -0.95306  -0.8242
5 H 3.05754 -2.66235 -1.88627  0.0448
6 H 4.15535 -1.49035 -0.74574  -0.0091
7 H 2.44575 -0.98219 -1.36652  -0.0176
8 H 2.59275 -2.39916 0.04599  -0.0294
9 B -1.82868 -2.62265 1.61392  -0.7110
10 H -0.62009 -2.72972 1.61122  -0.0770
11 H -2.11523 -1.75447 2.34260  -0.0516
12 H -2.22372 -2.25524 0.52973  -0.0447
13 H -2.35259 -3.63278 1.90291  0.0449
14 B 0.97611 -0.02725 0.96398  -0.9162
15 H 1.45516 0.53145 0.02656  0.0167
16 H 1.70902 -0.94816 1.17626  0.0023
17 H 1.05617 0.61431 1.93281  0.0178
18 H -0.14871 -0.30132 0.80946  0.0034
19 As 3.50309 -1.78706 3.89450  2.8466
20 F 4.04696 -1.58279 2.12991  -0.7089
21 F 5.13062 -1.94049 4.36077  -0.5728
22 F 2.92690 -1.80793 5.50587  -0.5886
23 F 1.88910 -1.50241 3.29420  -0.6534
24 F 3.27935 -3.45344 3.61978  -0.5748
25 F 3.63071 -0.02703 3.89943  -0.6286
26 C -0.36211 1.16422 -2.43431  -0.6141
27 C -1.49033 0.38252 -3.06962  -0.2422
28 N -2.12275 -0.64336 -2.21769  -0.4718
29 C -2.79331 -1.64547 -3.05278  -0.2405
30 C -3.22260 -2.89951 -2.32781  -0.5991
31 C -3.14388 0.00292 -1.37069  -0.2486
32 C -2.70164 0.96705 -0.27509  -0.6074
33 H 0.43362 0.54932 -1.99143  0.2077
34 H -0.62985 1.92356 -1.71504  0.2127
35 H 0.22199 1.56296 -3.27020  0.2344
36 H -2.23976 1.13241 -3.35721  0.1983
37 H -1.16862 -0.05899 -4.01211  0.2133
38 H -3.65717 -1.19582 -3.56680  0.1976
39 H -2.16216 -1.89491 -3.91054  0.2073
40 H -3.88883 -3.54666 -2.89399  0.2504
41 H -2.34369 -3.45794 -1.98250  0.1648
42 H -3.80157 -2.67447 -1.43057  0.2273
43 H -3.86558 -0.66822 -0.90209  0.2213
44 H -3.86338 0.50858 -2.03538  0.1908
45 H -3.53228 1.05092 0.42405  0.2301
46 H -2.44622 1.95901 -0.64110  0.2056
47 H -1.84895 0.55373 0.26154  0.2053
48 C 0.96908 5.32676 1.69627  -0.7226
49 C 1.59509 4.12768 1.06300  0.6115
50 O 2.32551 3.37417 1.67446  -0.5752
51 C 1.13879 3.76128 -0.33260  -0.7149
52 H 1.50439 6.20682 1.32843  0.2504
53 H 1.05497 5.33378 2.77974  0.2456
54 H -0.08078 5.38520 1.40937  0.2307
55 H 1.10609 4.67962 -0.92389  0.2327
56 H 0.16942 3.27728 -0.23874  0.2326
57 H 1.85305 3.12171 -0.84703  0.2287

Entry 2:
A 10-piece molecular cluster, C9H35N2O12 overall. Source: the Open Molecules 2025 dataset; level of theory: ωB97M-V/def2-TZVPD.

Results
Relative energy (zero: lowest compared OMol25 entry of this formula, charge and spin) ... 69.1 kcal per mole
E ... -37446.9988 eV
Maximum force ... 8.1 eV/A
Highest occupied orbital energy ... -5.4 eV
Charge ... -1
Lowest unoccupied orbital energy ... 2.295 eV

Each line ends with the natural charge from an NBO analysis.
Cartesian coordinates (Å):
1 N 0.84191 1.04310 3.41879  0.7352
2 O 1.53241 1.37410 2.48601  -0.6034
3 O 0.97907 0.01956 4.06868  -0.5867
4 O 0.00916 1.77368 3.76673  -0.5399
5 C -2.48237 0.06856 -2.52109  -0.6369
6 C -1.56121 -1.03195 -3.12217  0.1282
7 C -1.30658 -0.63766 -4.65603  -0.4083
8 C -0.24497 -1.46811 -5.31795  -0.4123
9 C 1.07353 -1.22366 -4.64311  -0.3801
10 C 0.93988 -1.47550 -3.14239  0.0886
11 N -0.26638 -1.03236 -2.43886  -0.2111
12 O -0.45008 -1.37565 -1.02850  -0.5798
13 C 1.10376 -2.96349 -2.98338  -0.6446
14 C 2.05358 -0.68934 -2.51565  -0.5982
15 C -2.29794 -2.34973 -2.96513  -0.6433
16 H -1.96777 1.02911 -2.49575  0.2218
17 H -2.54047 -0.05572 -1.43975  0.2129
18 H -3.52860 0.20487 -2.79480  0.2192
19 H -2.23059 -0.55255 -5.22793  0.2132
20 H -1.05366 0.41475 -4.78476  0.2114
21 H -0.09201 -1.22497 -6.36943  0.2072
22 H -0.50704 -2.52345 -5.24271  0.1971
23 H 1.65214 -0.34648 -4.93271  0.2086
24 H 1.78669 -1.94361 -5.04460  0.2087
25 H 0.91278 -3.12390 -1.92230  0.2271
26 H 0.38679 -3.65787 -3.42144  0.2128
27 H 2.15192 -3.23547 -3.10782  0.2064
28 H 2.98748 -0.86241 -3.05043  0.1902
29 H 1.93994 0.39378 -2.56061  0.2258
30 H 2.30052 -1.10045 -1.53683  0.2186
31 H -1.71855 -3.23903 -3.21324  0.2020
32 H -3.00266 -2.42221 -3.79351  0.2036
33 H -2.78435 -2.52814 -2.00614  0.2274
34 H -0.48621 -0.48915 -0.66186  0.4821
35 O -1.45845 5.22118 4.92911  -0.9499
36 H -0.78057 5.89697 4.92402  0.4634
37 H -1.03492 4.45352 4.54500  0.4863
38 O -2.93504 -1.17494 5.50208  -0.9468
39 H -3.41168 -1.72955 4.88444  0.4613
40 H -2.11642 -0.96417 5.05301  0.4853
41 O 4.45250 -0.79430 2.01109  -0.9537
42 H 3.60040 -0.47134 2.30410  0.4943
43 H 4.47000 -0.60778 1.07240  0.4576
44 O -3.60492 2.94556 1.35209  -0.9465
45 H -2.81193 2.43914 1.52797  0.4765
46 H -3.95389 3.15374 2.21876  0.4700
47 O 2.10512 -3.96503 4.92869  -0.9468
48 H 1.94531 -3.03093 4.79401  0.4855
49 H 1.40125 -4.40067 4.44806  0.4614
50 O 0.90988 3.50442 -0.85697  -0.9479
51 H 0.77852 3.20447 0.04248  0.4855
52 H 1.83637 3.33950 -1.03205  0.4624
53 O -0.93668 2.08505 8.29631  -0.9384
54 H -0.96196 1.47224 9.03120  0.4586
55 H -1.09217 1.54071 7.52446  0.4798
56 O 3.27715 4.60758 2.85344  -0.9511
57 H 3.21626 4.80392 1.91857  0.4602
58 H 2.97577 3.70218 2.92863  0.4896

Entry 3:
A 9-piece molecular cluster, C9H36N14O10 overall. Source: the Open Molecules 2025 dataset; level of theory: ωB97M-V/def2-TZVPD.

Results
Relative energy (zero: lowest compared OMol25 entry of this formula, charge and spin) ... 136.3 kcal per mole
E ... -51255.2184 eV
Structure (SMILES) ... NC(N)=O.NC(N)=O.NC(N)=O.NC(N)=O.NC(N)=O.NC(N)=O.NC(N)=O.OCCO.O
Maximum force ... 7.1 eV/A
Highest occupied orbital energy ... -9.4 eV
Lowest unoccupied orbital energy ... 0.135 eV

Each line ends with the natural charge from an NBO analysis.
Cartesian coordinates (Å):
1 C -4.06037 1.57164 -3.08567  0.7474
2 O -4.96463 1.75222 -3.83913  -0.6591
3 N -4.19635 0.98992 -1.93354  -0.8228
4 N -2.77297 1.63558 -3.33312  -0.8416
5 H -5.14545 0.95661 -1.58972  0.4022
6 H -3.37198 0.95103 -1.35131  0.3832
7 H -2.54586 1.96367 -4.26096  0.3991
8 H -2.05339 1.38940 -2.66852  0.3911
9 C 0.52399 -0.32627 6.54771  0.7624
10 O 0.68426 0.08967 5.42263  -0.6594
11 N 1.36038 -0.24539 7.58269  -0.8422
12 N -0.59249 -0.93640 6.98337  -0.8311
13 H 1.09350 -0.75848 8.41071  0.3844
14 H 2.26021 0.13906 7.33246  0.4140
15 H -0.39749 -1.31822 7.89785  0.3565
16 H -1.32376 -1.33213 6.40999  0.4152
17 C -1.87287 6.46939 2.19004  0.7461
18 O -1.87520 6.73844 1.00389  -0.6781
19 N -2.02612 7.30944 3.19703  -0.8383
20 N -1.59386 5.32506 2.67029  -0.8040
21 H -2.27752 8.27773 3.05805  0.4025
22 H -1.83705 7.07225 4.16041  0.3783
23 H -1.41505 4.55695 2.03929  0.4126
24 H -1.66455 5.23628 3.67391  0.3810
25 C 4.61990 -0.33888 -5.93532  0.7440
26 O 4.66223 -1.54132 -5.65413  -0.6963
27 N 5.09382 0.01355 -7.09363  -0.8162
28 N 4.23117 0.62386 -5.13567  -0.8266
29 H 5.48450 -0.67969 -7.71562  0.4168
30 H 4.98050 0.97612 -7.37776  0.3736
31 H 4.15444 1.56356 -5.49782  0.3841
32 H 4.20851 0.50239 -4.13325  0.4205
33 C -1.02090 -4.27543 -2.88844  0.7349
34 O -1.02726 -4.91331 -1.79461  -0.7093
35 N 0.01519 -3.69380 -3.36756  -0.8040
36 N -1.98779 -4.18915 -3.69702  -0.8129
37 H -0.01894 -3.32016 -4.30529  0.3812
38 H 0.88433 -3.73360 -2.85463  0.4135
39 H -1.99595 -3.46949 -4.40562  0.3855
40 H -2.70950 -4.89352 -3.64147  0.4109
41 C 4.30992 -2.45186 0.49045  0.7533
42 O 3.87898 -1.40617 -0.03282  -0.6951
43 N 4.74333 -3.44875 -0.18826  -0.8060
44 N 4.35490 -2.67928 1.81272  -0.8379
45 H 4.82665 -3.32100 -1.18667  0.4142
46 H 5.24575 -4.20504 0.25413  0.3836
47 H 4.83614 -3.47182 2.21320  0.3799
48 H 4.06418 -1.96908 2.46938  0.4081
49 C 2.84759 5.95549 -2.95687  0.7425
50 O 4.01952 5.60400 -3.21052  -0.7023
51 N 2.17000 6.69874 -3.80277  -0.8262
52 N 2.14686 5.52145 -1.99250  -0.8115
53 H 1.21000 6.92821 -3.58864  0.3772
54 H 2.49029 6.74935 -4.75930  0.4086
55 H 2.65627 4.87172 -1.41072  0.4109
56 H 1.26570 5.91070 -1.68896  0.4007
57 C -4.29818 -4.45161 3.03855  -0.0857
58 C -5.01523 -5.72207 3.55886  -0.0829
59 O -4.96261 -5.64535 4.98247  -0.7192
60 O -2.92741 -4.62610 3.25082  -0.7245
61 H -4.53998 -3.50321 3.51833  0.1820
62 H -4.42000 -4.30899 1.96481  0.1640
63 H -4.67898 -6.74694 3.40178  0.1779
64 H -6.02269 -5.65958 3.14749  0.1512
65 H -4.81642 -6.54818 5.27424  0.4644
66 H -2.52857 -4.46015 2.39351  0.4728
67 O -0.48642 0.17200 0.56775  -0.9531
68 H 0.29470 0.13178 0.01596  0.4745
69 H -0.17394 -0.05684 1.44307  0.4791

Entry 4:
A 9-piece molecular cluster, C9H36O9 overall. Source: the Open Molecules 2025 dataset; level of theory: ωB97M-V/def2-TZVPD.

Results
Relative energy (zero: lowest compared OMol25 entry of this formula, charge and spin) ... 122.0 kcal per mole
E ... -28340.0162 eV
Structure (SMILES) ... CO.CO.CO.CO.CO.CO.CO.CO.CO
Maximum force ... 1.5 eV/A
Highest occupied orbital energy ... -9.7 eV
Lowest unoccupied orbital energy ... 0.422 eV

Each line ends with the natural charge from an NBO analysis.
Cartesian coordinates (Å):
1 C 2.44354 -1.94929 0.10972  -0.2538
2 O 3.30489 -0.96272 -0.46864  -0.7226
3 H 2.93096 -2.50399 0.91537  0.1779
4 H 1.56588 -1.47460 0.54301  0.1781
5 H 2.09570 -2.70040 -0.60937  0.1555
6 H 4.06301 -1.50299 -0.72270  0.4626
7 C -0.91007 -4.08402 -0.10798  -0.2925
8 O 0.21143 -4.20640 0.78945  -0.7474
9 H -1.82028 -4.33639 0.43848  0.1785
10 H -1.02707 -3.03862 -0.41967  0.1957
11 H -0.78244 -4.57206 -1.07399  0.1875
12 H 0.62627 -5.04079 0.55177  0.4808
13 C 2.89230 0.56707 -4.19961  -0.2449
14 O 2.40796 1.12413 -5.42520  -0.7268
15 H 2.28331 -0.25558 -3.83151  0.1761
16 H 3.88461 0.14893 -4.39840  0.1622
17 H 3.02002 1.34453 -3.44547  0.1660
18 H 3.14284 1.15105 -6.03633  0.4669
19 C -2.82548 2.54791 1.09902  -0.2494
20 O -2.36639 3.24697 2.25566  -0.7292
21 H -2.93883 1.50974 1.40082  0.1872
22 H -3.77956 2.92009 0.72505  0.1668
23 H -2.08277 2.62513 0.30200  0.1585
24 H -2.61594 4.17126 2.17630  0.4649
25 C 0.81185 3.70415 0.22834  -0.2456
26 O 2.01657 4.08120 -0.46569  -0.7267
27 H 0.96461 2.69845 0.62626  0.1609
28 H 0.55747 4.38660 1.02980  0.1904
29 H 0.03094 3.64670 -0.53554  0.1599
30 H 2.29942 3.29854 -0.94538  0.4625
31 C -0.22244 0.29248 -0.97883  -0.2514
32 O -1.22495 -0.47341 -0.30533  -0.7869
33 H -0.70775 1.05456 -1.58906  0.1815
34 H 0.31400 0.82420 -0.18719  0.1672
35 H 0.48319 -0.27840 -1.58392  0.1775
36 H -0.77507 -0.83795 0.48829  0.5040
37 C -1.79494 -1.34467 2.77251  -0.2611
38 O -0.59309 -1.67760 2.07661  -0.7557
39 H -1.69525 -0.34718 3.19356  0.1936
40 H -2.64343 -1.44188 2.09695  0.1853
41 H -1.91055 -1.98992 3.64839  0.1726
42 H -0.64606 -2.57165 1.71216  0.4960
43 C 2.66949 0.63847 2.38128  -0.2459
44 O 3.41938 -0.52561 2.72435  -0.7277
45 H 3.23083 1.25891 1.69167  0.1900
46 H 1.72570 0.33913 1.91764  0.1573
47 H 2.45150 1.20359 3.29038  0.1640
48 H 2.93630 -0.99431 3.40888  0.4631
49 C -4.50503 0.20730 -1.38243  -0.2400
50 O -3.92355 -0.77617 -0.57336  -0.7589
51 H -4.64221 1.19619 -0.92228  0.1444
52 H -3.89928 0.44131 -2.26895  0.1527
53 H -5.47761 -0.16251 -1.69869  0.1779
54 H -2.97389 -0.57949 -0.41819  0.5004